Below is a molecular structure, C39H40BF6NO3 at a distorted geometry, with properties calculated with wB97M-V/def2-TZVPD.

```
90
Properties=species:S:1:pos:R:3:forces:R:3:lowdin_charge:R:1
C 0.07066 3.06065 4.76012 0.2 0.0 0.0 -0.002
C 0.32009 3.35862 3.30868 0.8 0.0 -0.4 -0.453
C -0.22825 4.75196 2.92228 0.1 0.1 0.0 0.004
C 1.83306 3.05948 2.77139 -0.6 -0.2 1.1 -0.439
C 2.74997 4.25519 2.79682 0.0 0.1 0.0 -0.005
C 2.46878 1.83350 3.45546 -0.1 0.0 0.0 0.000
O 1.60213 2.77964 1.38079 -1.0 0.2 -0.3 0.139
B 0.22936 2.71605 1.26196 0.1 -1.2 0.8 -0.631
C -0.53677 3.07589 -0.01889 0.0 -1.3 -0.7 -0.070
C -1.94165 2.96264 -0.00701 1.0 0.9 0.1 0.051
C -2.62904 3.49196 -1.07836 -0.4 0.1 -0.1 -0.095
C -4.13342 3.54264 -1.01123 -0.8 -0.1 -0.1 -0.504
F -4.60375 4.83118 -1.01715 0.4 -1.1 -0.1 0.121
F -4.70468 2.89610 -2.07904 0.3 0.6 0.9 0.114
F -4.62275 2.95144 0.12276 0.4 0.5 -1.1 0.114
C -1.95166 4.03040 -2.17895 0.0 -0.3 -0.1 0.069
C -0.56527 3.91021 -2.24848 0.0 0.2 -0.5 -0.098
C 0.23325 4.40045 -3.43025 0.5 -0.1 -0.7 -0.502
F 0.87711 3.35095 -4.05400 -0.6 1.1 0.5 0.109
F -0.52675 5.02752 -4.37093 0.6 -0.5 0.7 0.122
F 1.21760 5.27577 -3.04283 -0.9 -0.7 -0.4 0.119
C 0.16068 3.36759 -1.20402 -0.6 0.6 1.1 0.048
C 0.32384 -0.79259 0.41571 -0.2 0.1 -1.6 -0.081
C -0.23465 0.13248 -0.63516 0.9 -0.3 -0.7 -0.092
C -0.36245 -1.14312 1.58367 0.0 -0.1 1.1 -0.268
C 0.41259 -1.79319 2.60287 -0.7 0.6 -0.4 -0.051
C -0.20058 -2.21659 3.77075 0.2 0.0 -0.5 -0.096
C -1.57011 -1.99076 3.95127 0.1 0.1 0.3 -0.107
C -2.30770 -1.22810 3.04183 0.1 -0.2 -0.6 -0.096
C -1.73786 -0.81674 1.84861 1.3 0.0 -0.1 -0.030
O -0.43206 2.45461 2.48169 0.4 0.4 -1.2 0.109
H 0.66780 3.74751 5.36400 -0.1 -0.1 0.1 0.097
H -0.98722 3.21040 4.98514 0.1 0.0 0.0 0.098
H 0.34727 2.03262 4.98780 -0.1 0.0 0.1 0.087
H 0.17097 5.55770 3.53919 0.0 0.0 0.0 0.094
H -0.05757 5.00123 1.85892 0.2 -0.1 0.4 0.096
H -1.32090 4.72089 3.03755 0.3 0.0 0.1 0.106
H 2.87290 4.66201 3.80203 0.0 0.0 0.0 0.097
H 3.72292 3.94971 2.40849 0.0 0.1 0.1 0.094
H 2.33859 5.01160 2.12465 0.1 0.1 0.2 0.093
H 2.67512 2.05803 4.51689 -0.1 -0.1 -0.4 0.093
H 1.83710 0.92852 3.39428 0.1 0.5 0.0 0.090
H 3.43178 1.58990 2.97789 -0.3 0.2 0.1 0.094
H -2.44064 2.53828 0.86815 0.2 0.3 -0.3 0.140
H -2.50420 4.47330 -3.00637 0.1 0.0 0.2 0.141
H 1.24700 3.23101 -1.25707 -0.4 0.3 0.1 0.152
H 1.42961 -0.90884 0.43253 -0.9 -0.1 -0.2 0.120
H 0.40521 1.02448 -0.76587 -0.3 -0.5 0.2 0.067
H -0.14592 -0.41028 -1.60712 -0.2 1.0 0.8 0.051
H -1.27689 0.48124 -0.46787 0.8 -0.4 -0.2 0.077
H 1.49777 -1.77945 2.42833 -0.5 -0.5 0.3 0.108
H 0.41037 -2.71782 4.52017 -0.3 0.1 0.0 0.100
H -2.05003 -2.35935 4.84551 0.0 0.0 0.1 0.089
H -3.34598 -0.96958 3.22408 0.1 -0.1 0.2 0.100
H -2.22278 -0.12495 1.15098 -0.2 -0.5 0.4 0.096
C 2.04105 -7.72445 1.87745 -0.8 0.0 0.0 -0.073
O 0.67687 -7.30742 1.68319 0.8 0.1 0.1 -0.098
C 0.45621 -6.13692 1.03489 -0.3 0.5 -1.0 -0.275
C 1.47711 -5.36451 0.41979 -0.7 -0.9 0.9 -0.019
C 1.12370 -4.22003 -0.27597 -0.6 -0.4 -0.4 -0.046
C -0.23956 -3.90284 -0.49744 0.0 -0.2 1.6 -0.234
C -0.64960 -2.78066 -1.28929 -0.1 0.9 0.9 -0.017
C -0.19556 -2.55092 -2.59456 1.2 0.7 -1.3 -0.147
C -0.67711 -1.48654 -3.50940 0.6 -0.3 0.5 -0.130
C -1.61714 -0.46950 -3.33773 -0.2 0.8 -0.5 -0.040
C -1.59340 0.63062 -4.21127 -0.5 -0.7 0.6 -0.081
C -0.71998 0.67742 -5.30072 0.7 -0.6 -0.2 -0.089
C 0.22696 -0.33636 -5.49752 -0.5 0.1 -0.1 -0.010
C 0.23051 -1.39408 -4.58452 0.8 -0.4 0.8 -0.153
N 1.24073 -2.35400 -4.34939 -0.5 -0.2 -0.1 -0.099
C 2.33506 -2.67354 -5.24143 -0.1 -0.1 0.0 -0.014
C 0.98879 -3.04565 -3.20567 -1.4 0.6 0.5 0.017
C -1.23472 -4.61934 0.23589 0.4 0.2 -0.8 -0.018
C -0.90778 -5.76417 0.92124 1.1 -0.3 0.6 -0.004
H 1.87935 -8.63570 2.44270 0.6 -0.1 0.1 0.089
H 2.55798 -7.93477 0.93056 -0.2 0.0 0.1 0.092
H 2.62547 -6.99455 2.45691 -0.3 -0.1 -0.1 0.096
H 2.51543 -5.69512 0.52457 -0.4 0.4 0.0 0.100
H 1.91902 -3.58230 -0.65995 -0.3 -0.1 0.0 0.112
H -1.53036 -2.21293 -0.97139 0.1 -0.5 -0.1 0.116
H -2.28021 -0.48634 -2.47014 0.1 0.1 -0.4 0.113
H -2.26308 1.47530 -4.04543 0.0 -0.3 0.0 0.097
H -0.77059 1.52467 -5.97723 0.1 -0.1 0.1 0.102
H 0.94209 -0.33161 -6.31894 -0.2 0.3 0.2 0.100
H 2.28145 -1.95559 -6.05505 0.3 -0.2 -0.2 0.075
H 3.30393 -2.59648 -4.73386 -0.2 0.1 -0.1 0.097
H 2.23293 -3.70006 -5.61702 0.0 0.3 -0.1 0.098
H 1.64251 -3.83328 -2.83090 -0.2 0.3 -0.4 0.126
H -2.28064 -4.29965 0.17669 0.4 -0.1 -0.1 0.120
H -1.64942 -6.40270 1.40830 0.2 0.3 -0.1 0.121
```
Positions in Å, forces in eV/Å.

The lowest unoccupied orbital energy is -0.8 eV. The total energy comes out at -2414.65716 hartree. The frontier orbital gap is 4.5 eV. The HOMO energy comes out at -5.374 eV.

=====

Below is a molecular structure, C39H40GeNO6PbS at a distorted geometry, with properties calculated with wB97M-V/def2-TZVPD.

```
89
Properties=species:S:1:pos:R:3:forces:R:3:lowdin_charge:R:1
Pb -0.99655 0.84170 -0.62434 -0.6 0.5 -0.2 1.520
C 0.71139 -2.78138 -2.04596 -0.3 0.1 0.0 0.012
C 1.29515 -1.42537 -2.01848 0.0 0.2 -0.2 -0.159
C 1.97019 -0.98206 -0.76422 0.1 -0.4 -0.1 -0.303
C 2.93614 0.14435 -0.94620 -0.1 0.3 -0.1 -0.144
C 3.91625 0.39104 0.13071 0.0 0.1 -0.1 0.010
C 2.78921 0.96228 -2.02347 0.3 0.0 0.3 0.023
C 1.82575 0.70923 -3.02559 0.0 -0.3 0.2 -0.202
C 1.56741 1.73147 -4.06771 -0.1 0.0 0.0 -0.001
C 1.15183 -0.52027 -3.03997 -0.1 -0.3 -0.1 -0.020
H 1.49945 -3.48392 -2.32763 0.1 0.0 0.0 0.124
H -0.09405 -2.86746 -2.76929 0.0 0.0 -0.1 0.103
H 0.36317 -3.07123 -1.05807 0.0 -0.1 -0.1 0.067
H 2.40609 -1.82917 -0.21686 0.2 0.1 -0.3 0.154
H 4.60016 1.19944 -0.11470 0.0 0.0 0.0 0.097
H 4.48425 -0.51353 0.34555 0.0 -0.1 0.0 0.110
H 3.38014 0.66138 1.04239 0.0 0.0 0.2 0.083
H 3.41919 1.83330 -2.12501 0.0 0.1 0.0 0.137
H 2.38977 1.75059 -4.78482 0.1 0.0 0.0 0.117
H 1.52055 2.72161 -3.61603 0.0 0.1 0.0 0.106
H 0.64539 1.53749 -4.61059 0.0 0.0 0.0 0.096
H 0.53346 -0.76470 -3.89083 -0.1 0.0 -0.1 0.135
C -1.65867 -6.14609 2.43652 0.3 -0.3 -0.1 -0.050
O -2.81041 -5.40889 2.79753 -0.3 0.3 0.1 -0.038
C -2.96421 -4.16397 2.34401 -0.3 0.5 0.1 -0.247
C -4.11294 -3.47198 2.76739 0.1 -0.3 0.0 0.027
C -4.36334 -2.20181 2.32677 0.2 0.1 -0.2 0.008
C -3.50489 -1.52617 1.43780 0.6 -0.4 -0.2 -0.097
C -3.81513 -0.20439 0.92328 -0.3 0.2 -0.1 -0.355
C -4.84787 0.65076 1.59147 0.0 0.2 -0.3 0.027
O -3.24470 0.27319 -0.07048 0.0 0.0 0.1 -0.155
C -2.32225 -2.21228 1.05641 -0.9 -0.4 0.7 -0.285
O -1.35805 -1.61926 0.31669 0.5 0.4 -0.6 -0.341
C -2.06775 -3.50076 1.51114 0.2 -0.2 -0.2 0.061
H -1.72924 -7.08823 2.97744 0.0 0.1 0.0 0.102
H -0.74029 -5.62765 2.72406 -0.1 0.0 0.0 0.102
H -1.64122 -6.35613 1.36484 0.0 0.1 0.0 0.102
H -4.79358 -3.96085 3.44297 -0.1 -0.1 0.1 0.128
H -5.26469 -1.72098 2.66365 -0.1 0.1 0.0 0.113
H -5.70417 0.10638 1.96651 -0.1 -0.1 0.1 0.079
H -5.17603 1.41816 0.89236 0.0 -0.1 0.0 0.101
H -4.36026 1.15814 2.42311 0.0 0.0 0.2 0.109
H -1.14525 -3.96872 1.20681 0.0 -0.1 0.0 0.100
O -0.33480 2.73163 3.17543 -0.2 0.2 -0.2 0.049
C -0.78651 1.78660 2.56270 -0.1 -0.4 1.1 -0.635
O -1.01048 1.79251 1.29175 -0.2 0.2 -1.3 -0.265
C -1.06600 0.48650 3.30777 0.1 0.4 -0.1 -0.185
C 0.23222 0.07036 3.97333 0.0 0.6 0.5 -0.246
Ge 1.08404 1.54589 5.08126 0.5 -0.8 0.6 1.064
C -0.16173 2.52743 6.27263 0.6 -0.4 -0.7 -0.265
C -1.10309 1.84559 7.03072 0.0 -0.2 0.0 -0.126
C -2.00807 2.53928 7.81631 -0.1 0.0 0.1 -0.089
C -1.96943 3.92402 7.85462 -0.1 -0.1 0.1 -0.088
C -1.03297 4.61009 7.10082 0.1 0.1 0.0 -0.080
C -0.13222 3.91458 6.31311 0.0 0.0 -0.1 -0.103
C 2.42153 2.67089 4.13615 -0.7 -0.4 0.3 -0.257
C 2.57896 2.60902 2.75993 -0.1 0.0 0.0 -0.127
C 3.49547 3.42080 2.11488 0.1 -0.1 -0.1 -0.098
C 4.28216 4.29553 2.84475 0.0 0.0 -0.1 -0.086
C 4.14213 4.35691 4.22144 0.1 0.1 -0.1 -0.077
C 3.21803 3.54918 4.85998 -0.1 -0.1 0.1 -0.101
C 2.22621 0.29616 6.19222 -0.7 1.0 -0.7 -0.269
C 2.02810 0.04364 7.53801 0.0 0.0 0.1 -0.106
C 2.75168 -0.95413 8.17400 0.0 0.0 0.1 -0.088
C 3.66812 -1.70731 7.46223 0.1 -0.1 0.0 -0.096
C 3.87768 -1.45319 6.11635 0.1 0.0 -0.1 -0.093
C 3.16528 -0.44498 5.49024 0.1 -0.2 0.0 -0.130
H -1.44597 -0.27205 2.62009 -0.1 0.1 0.2 0.053
H -1.82412 0.68152 4.06914 0.0 0.0 0.0 0.125
H 0.96446 -0.24043 3.22245 0.1 0.1 0.2 0.023
H 0.06338 -0.78600 4.62599 0.2 0.0 0.1 0.082
H -1.13002 0.76274 7.00575 -0.1 -0.1 0.0 0.101
H -2.74045 2.00290 8.40195 -0.1 0.0 0.1 0.101
H -2.66885 4.46407 8.47512 -0.1 0.1 0.0 0.102
H -1.00460 5.68957 7.12937 0.0 0.1 0.0 0.104
H 0.58853 4.44418 5.70827 0.0 0.2 -0.1 0.096
H 1.95106 1.93896 2.18569 -0.1 0.0 -0.1 0.078
H 3.58870 3.37608 1.03770 0.0 0.0 -0.1 0.091
H 4.99886 4.92568 2.33870 0.1 0.1 0.0 0.102
H 4.75528 5.03681 4.79222 0.1 0.1 0.1 0.105
H 3.11147 3.59898 5.93506 0.0 0.0 0.1 0.108
H 1.30383 0.62680 8.08918 -0.1 0.0 0.1 0.090
H 2.59144 -1.14782 9.22409 0.0 0.0 0.1 0.102
H 4.22577 -2.49191 7.95181 0.0 -0.1 0.1 0.100
H 4.58717 -2.04012 5.55018 0.1 -0.1 0.0 0.098
H 3.33680 -0.23508 4.44059 0.1 0.0 -0.1 0.090
O 0.89665 -2.72883 1.11698 0.3 -0.5 0.1 -0.385
S 0.22864 -1.44628 1.17047 0.4 -0.1 -0.1 0.926
N 0.84018 -0.48646 0.03663 0.0 0.2 0.7 -0.353
```
Positions in Å, forces in eV/Å.

The lowest unoccupied orbital energy is -5.3 eV. The total energy comes out at -4684.01977 hartree. The frontier orbital gap is 5.0 eV. Its charge is +1. The HOMO energy comes out at -10.379 eV.

=====

Below is a molecular structure, C39H41AsFeN2O3 at a distorted geometry, with properties calculated with wB97M-V/def2-TZVPD.

```
87
Properties=species:S:1:pos:R:3:forces:R:3:lowdin_spin:R:1
Fe 0.53366 0.02536 -0.10872 -0.1 0.4 1.1 2.789
O 2.13689 -0.24738 -0.74211 0.5 -0.1 -0.2 0.085
C 3.16320 0.72977 -0.92048 -0.1 0.0 -0.1 0.011
C 3.40613 1.39388 0.43444 -0.1 0.0 0.1 0.000
C 2.27282 2.13692 1.08736 -0.1 0.0 0.1 0.001
C 2.61226 3.22231 1.87756 0.0 0.1 0.1 -0.001
C 1.62898 3.91850 2.55134 0.0 0.1 0.0 0.001
C 0.31356 3.54314 2.36993 0.0 0.0 0.1 0.000
C 0.00713 2.47918 1.53442 -0.1 -0.1 -0.1 0.002
C -1.44685 2.29209 1.17418 0.0 0.0 0.2 0.004
C -2.01775 0.91352 0.81187 0.2 0.0 -0.2 0.012
O -1.18612 0.39339 -0.20490 -0.2 -0.3 -0.2 0.070
C -3.39876 1.24507 0.22514 0.1 0.0 0.0 -0.002
C -3.54418 1.46855 -1.13975 0.0 -0.1 -0.1 0.003
C -4.77069 1.86436 -1.65854 0.0 0.0 0.0 0.000
C -5.85619 2.05787 -0.81377 0.0 0.0 0.0 0.002
C -5.70812 1.84862 0.55011 0.0 -0.1 0.1 -0.001
C -4.48524 1.44012 1.06824 -0.1 0.0 0.0 0.003
C -2.09720 -0.08745 1.96434 -0.1 0.0 0.0 0.008
C -1.56381 0.24481 3.20364 0.0 -0.1 0.0 0.001
C -1.56779 -0.64590 4.27013 0.0 0.0 0.0 0.005
C -2.10945 -1.90336 4.09981 0.0 -0.1 0.0 0.001
C -2.65536 -2.24765 2.86923 0.0 0.0 0.0 0.009
C -2.67877 -1.35950 1.80156 0.0 -0.1 -0.1 0.043
N 0.98368 1.75525 0.94425 0.1 0.0 -0.3 0.000
C 4.46238 -0.00585 -1.26910 0.0 0.1 0.0 -0.002
C 4.85320 -1.09177 -0.48781 0.0 0.0 -0.1 0.001
C 6.04791 -1.75068 -0.73356 0.0 0.0 0.0 0.000
C 6.88048 -1.32016 -1.76030 0.0 0.0 0.0 0.000
C 6.51253 -0.22422 -2.52292 0.0 0.0 0.0 0.000
C 5.31086 0.43287 -2.27758 0.0 0.0 0.0 0.000
C 2.72349 1.69089 -2.02594 -0.2 -0.1 0.1 0.004
C 2.59054 3.06142 -1.84512 0.1 0.0 -0.1 0.001
C 2.12320 3.87396 -2.87627 0.0 0.0 0.0 0.000
C 1.78102 3.32059 -4.09717 0.0 -0.1 0.0 0.000
C 1.91243 1.94751 -4.29048 0.0 0.1 0.0 0.000
C 2.37933 1.14519 -3.26498 -0.1 0.0 0.0 0.000
H 4.25028 2.07572 0.33817 0.0 0.0 0.1 0.000
H 3.72527 0.60640 1.12317 0.0 0.0 0.0 0.000
H 3.65253 3.50897 1.95645 0.0 0.0 0.0 0.000
H 1.88195 4.76054 3.18421 0.0 0.0 0.0 0.000
H -0.49366 4.08485 2.84523 0.0 0.0 0.0 0.000
H -1.59747 2.90072 0.27827 0.0 0.0 0.0 0.000
H -2.06460 2.74164 1.95070 0.0 0.1 0.0 0.001
H -2.69622 1.31037 -1.79526 0.0 0.0 0.0 0.000
H -4.87826 2.02402 -2.72494 0.0 0.0 0.0 0.000
H -6.81099 2.37362 -1.21563 0.0 0.0 0.0 0.000
H -6.55085 1.99311 1.21587 0.0 0.0 0.0 0.000
H -4.38370 1.26285 2.13429 0.0 0.0 0.0 0.000
H -1.12138 1.21890 3.35903 0.0 0.0 0.0 0.000
H -1.14444 -0.35285 5.22252 0.0 0.0 0.0 0.000
H -2.12362 -2.61308 4.91819 0.0 0.0 -0.1 0.000
H -3.08128 -3.23572 2.75182 0.0 0.0 0.0 0.000
H -3.69329 -0.96082 -0.05685 0.1 0.0 -0.1 0.039
H 4.21429 -1.41956 0.32211 0.0 0.0 0.0 0.000
H 6.33514 -2.59465 -0.11826 0.0 0.0 0.0 0.000
H 7.81475 -1.83092 -1.95567 0.0 0.0 0.0 0.000
H 7.16013 0.12661 -3.31652 0.0 0.0 0.0 0.000
H 5.04254 1.29074 -2.88166 0.0 0.0 0.0 0.000
H 2.86184 3.52654 -0.90642 0.0 0.0 0.0 0.000
H 2.03464 4.94227 -2.71938 0.0 0.0 0.0 0.000
H 1.41935 3.95183 -4.89831 0.0 0.0 0.0 0.000
H 1.65538 1.50660 -5.24575 0.0 0.0 0.0 0.000
H 2.48773 0.07741 -3.42056 0.0 0.0 0.0 0.000
C 2.33567 -3.57862 -0.33695 0.1 0.0 0.1 0.003
As 0.52695 -2.98786 -0.14488 0.4 0.0 -0.1 0.014
C -0.31734 -4.58685 0.46284 -0.2 0.1 0.2 0.016
C -0.01530 -2.55602 -1.94002 0.0 0.0 -0.1 0.008
O 0.49684 -1.66786 0.93614 -0.3 -0.1 -0.9 0.030
H 2.34910 -4.52207 -0.88354 0.0 0.0 0.0 0.000
H 2.76085 -3.72406 0.65505 0.0 0.0 0.0 0.000
H 2.90671 -2.83025 -0.87397 0.0 0.1 0.0 0.000
H -0.10324 -5.34395 -0.28990 0.0 0.0 0.0 0.001
H -1.38870 -4.46786 0.58634 0.0 0.0 0.0 0.008
H 0.15383 -4.85937 1.40318 0.0 -0.1 0.1 0.001
H 0.85989 -2.63587 -2.57924 0.0 0.0 -0.1 0.000
H -0.43799 -1.55226 -1.99630 0.0 -0.1 0.0 0.003
H -0.79564 -3.25308 -2.24045 0.1 0.0 0.0 0.001
C -5.70448 -2.20825 1.29262 0.0 0.0 0.0 0.010
C -4.49348 -2.81728 0.59500 0.2 0.1 0.1 0.054
C -3.29850 -1.83607 0.47640 0.0 0.1 -0.1 0.181
N -2.29524 -2.40664 -0.34341 -0.4 0.2 0.4 1.572
H -6.49361 -2.95366 1.39644 0.0 0.0 0.0 0.002
H -6.10530 -1.37230 0.71616 0.0 0.0 0.0 0.001
H -5.45615 -1.84283 2.29036 0.0 0.0 0.0 0.000
H -4.76088 -3.10515 -0.42260 0.0 0.0 0.0 0.003
H -4.16944 -3.72915 1.09791 0.0 0.0 0.0 0.001
```
Positions in Å, forces in eV/Å.

The lowest unoccupied orbital energy (spin up / spin down) is -4.0 / -2.8 eV. The total energy comes out at -5345.17665 hartree. The frontier orbital gap (spin up / spin down) is 7.2 / 8.6 eV. The expectation value of S² is 8.8084. Its charge is +1. The HOMO energy (spin up / spin down) comes out at -11.263 / -11.377 eV. As for the spin multiplicity: 6.